*P*
A molecular structure, C4H11N2O, computed with wB97M-V/def2-TZVPD.

LUMO level   0.1513 hartree
Gap between HOMO and LUMO   0.240 Ha
Net charge   -1

Structure (XYZ):
```
18
Properties=species:S:1:pos:R:3:nbo_charge:R:1
N 0.7957 -0.3729 1.9894 -0.877
C 0.0479 0.0853 0.6261 -0.215
C 0.2218 1.2821 -0.3163 -0.464
C -1.1062 1.5421 -1.1128 -0.006
O -1.0691 0.9882 -2.3419 -0.957
C -0.1973 -1.2441 -0.2053 -0.239
N 0.7060 -2.3617 0.0551 -0.873
H -0.9391 0.2530 1.0448 0.214
H 1.0745 0.4697 2.4945 0.332
H 1.2911 -0.2182 0.9506 0.411
H 0.9770 1.1589 -1.0866 0.212
H 0.4361 2.1256 0.3459 0.172
H -1.4183 2.6008 -1.1296 0.092
H -1.9816 1.0768 -0.5138 0.059
H -0.1458 -1.0221 -1.2744 0.243
H -1.2156 -1.6022 -0.0525 0.178
H 0.9870 -2.2879 1.0307 0.371
H 1.5359 -2.4734 -0.5039 0.346
```

---

*Q*
A gas-phase ion, C4H11N2O (charge -1), computed with wB97M-V/def2-TZVPD.

SMILES string   NCCNCC[O-]
LUMO level   0.1455 hartree
Gap between HOMO and LUMO   0.239 Ha
Net charge   -1

Structure (XYZ):
```
18
Properties=species:S:1:pos:R:3:nbo_charge:R:1
N -2.2273 -1.2388 -0.6606 -0.885
C -0.9623 -0.9355 -1.3637 -0.237
C 0.0840 -1.2201 -0.2053 -0.235
N -0.0125 -0.0482 0.7951 -0.684
C 0.5482 1.0734 0.0612 -0.305
C 1.4931 1.8972 1.1603 0.028
O 2.5170 1.2160 1.5661 -0.923
H -2.1147 -0.8915 0.2980 0.374
H -2.5446 -2.2084 -0.5850 0.343
H -0.8435 -1.7722 -2.0635 0.172
H -0.9919 0.0977 -1.8261 0.209
H 1.0928 -1.2114 -0.6362 0.170
H -0.2459 -2.1616 0.2462 0.176
H 0.8231 -0.2442 1.5534 0.384
H -0.2234 1.8649 -0.1372 0.157
H 1.1925 0.7463 -0.7635 0.152
H 1.7119 2.8646 0.6141 0.055
H 0.7037 2.1718 1.9468 0.049
```

---

Among the structures above, stability is greatest for *Q*.